# 1
87
Properties=species:S:1:pos:R:3:mulliken_charge:R:1 method="wB97M-V/def2-TZVPD" e_above_lowest_kcal_mol=14.6 orbital_gap_ev=7.1 e_lumo_ev=-0.39
Zn 0.57 -0.03 -0.88 -0.40
I 3.52 1.10 -7.88 0.02
C 2.64 1.09 -5.95 -0.44
C 1.71 2.06 -5.62 -0.22
C 1.17 2.03 -4.36 -0.16
I -0.27 3.44 -3.73 -0.01
C 1.54 1.10 -3.37 0.03
O 1.05 1.24 -2.18 -0.51
C 2.48 0.12 -3.75 0.96
C 2.91 -0.91 -2.75 -1.54
N 1.76 -1.55 -2.09 0.15
C 0.92 -2.32 -3.01 -1.06
C -0.54 -1.98 -2.91 0.27
C -1.48 -2.86 -3.43 -0.85
C -2.81 -2.47 -3.46 -0.56
C -3.14 -1.20 -3.00 -0.74
C -2.14 -0.41 -2.47 -0.52
N -0.87 -0.80 -2.40 0.88
C 3.01 0.13 -5.03 -0.62
H 1.40 2.81 -6.34 0.42
H 3.54 -1.66 -3.24 0.33
H 3.49 -0.43 -1.96 0.41
H 2.11 -2.15 -1.36 0.39
H 1.21 -2.08 -4.04 0.43
H 1.07 -3.40 -2.87 0.40
H -1.18 -3.82 -3.82 0.50
H -3.57 -3.13 -3.86 0.43
H -4.16 -0.85 -3.04 0.47
H -2.35 0.58 -2.10 0.52
H 3.74 -0.63 -5.30 0.40
C -2.61 -7.12 2.03 -1.53
C -2.52 -5.66 1.70 0.96
C -1.80 -5.23 0.59 -1.07
C -1.66 -3.87 0.33 0.33
C -2.24 -2.96 1.18 -0.75
C -3.01 -3.37 2.25 -0.47
C -3.15 -4.72 2.50 -0.80
S -1.96 -1.19 1.00 1.57
O -2.09 -0.61 2.31 -0.82
O -2.83 -0.71 -0.04 -0.79
N -0.43 -1.07 0.45 1.41
C 0.59 -1.48 1.21 0.70
C 0.50 -2.25 2.39 -0.71
C 1.65 -2.59 3.06 -0.66
C 2.88 -2.17 2.57 -1.01
C 2.89 -1.42 1.41 -0.40
N 1.79 -1.09 0.74 0.15
H -1.70 -7.64 1.75 0.38
H -3.45 -7.57 1.49 0.29
H -2.78 -7.26 3.09 0.38
H -1.33 -5.95 -0.06 0.42
H -1.08 -3.52 -0.51 0.39
H -3.46 -2.62 2.88 0.54
H -3.74 -5.05 3.35 0.40
H -0.47 -2.52 2.77 0.33
H 1.59 -3.16 3.98 0.46
H 3.80 -2.41 3.09 0.40
H 3.83 -1.06 0.99 0.45
C -1.55 5.31 0.36 -1.00
C -1.22 5.71 1.78 -0.48
S -1.49 4.27 2.87 1.18
O -2.62 4.53 3.72 -0.77
O -1.50 3.06 2.10 -0.48
C -0.06 4.18 4.04 -0.84
C 1.32 4.02 3.40 -0.89
N 1.29 3.34 2.12 0.32
C 0.92 2.06 1.89 -0.32
N 0.98 1.77 0.60 0.72
C 1.42 2.87 -0.03 -0.90
C 1.62 3.88 0.89 -0.59
N 2.07 5.17 0.61 1.27
O 2.57 5.36 -0.48 -0.67
O 1.94 6.04 1.46 -0.72
C 0.55 1.14 2.98 -0.46
H -1.22 6.07 -0.34 0.37
H -2.62 5.17 0.24 0.40
H -1.08 4.37 0.11 0.08
H -1.88 6.48 2.16 0.53
H -0.19 6.02 1.90 0.25
H -0.34 3.33 4.67 0.43
H -0.11 5.08 4.65 0.55
H 1.98 3.46 4.08 0.37
H 1.76 5.00 3.23 0.51
H 1.55 2.90 -1.09 0.78
H 0.75 1.58 3.96 0.61
H 1.12 0.22 2.89 -0.19
H -0.51 0.89 2.90 -0.02

***

# 2
78
Properties=species:S:1:pos:R:3:mulliken_charge:R:1 method="wB97M-V/def2-TZVPD" e_above_lowest_kcal_mol=0.0 orbital_gap_ev=8.1 e_lumo_ev=-2.02 total_charge=+1
Rb -0.70 -0.57 -0.42 1.00
C -3.97 -3.27 -0.53 -1.66
C -3.89 -1.77 -0.53 0.61
C -3.80 -1.05 -1.72 -0.66
C -3.74 0.35 -1.73 0.32
C -3.65 1.11 -3.02 -1.63
C -3.79 1.02 -0.51 -0.29
C -3.90 0.33 0.69 1.16
C -4.06 1.07 1.99 -1.18
C -3.93 -1.06 0.67 -0.61
H -4.92 -3.61 -0.11 0.41
H -3.18 -3.71 0.07 0.33
H -3.90 -3.67 -1.54 0.37
H -3.80 -1.58 -2.66 0.50
H -3.19 0.51 -3.81 0.36
H -3.08 2.02 -2.90 0.31
H -4.65 1.38 -3.37 0.37
H -3.76 2.10 -0.50 0.45
H -5.08 1.44 2.09 0.43
H -3.41 1.94 2.04 -0.25
H -3.86 0.43 2.85 0.37
H -4.01 -1.61 1.61 0.38
C 2.95 -0.53 -4.61 -0.63
O 2.06 -1.65 -4.51 -0.46
C 1.12 -1.55 -3.56 0.42
O 0.99 -0.60 -2.82 -0.38
N 0.37 -2.69 -3.54 -0.22
N -0.68 -2.82 -2.63 -0.36
H 3.61 -0.76 -5.44 0.27
H 3.53 -0.44 -3.69 0.25
H 2.40 0.38 -4.79 0.30
H 0.52 -3.38 -4.26 0.21
H -0.57 -3.68 -2.11 0.29
H -1.57 -2.83 -3.11 0.23
N 2.92 -2.32 2.57 0.16
C 3.44 -3.01 1.49 0.47
C 4.63 -3.70 1.30 -1.38
C 4.83 -4.25 0.05 -0.47
C 3.87 -4.12 -0.97 -0.70
C 2.69 -3.44 -0.77 -0.37
C 2.47 -2.87 0.49 0.63
N 1.40 -2.12 0.95 -0.14
C 1.72 -1.81 2.18 0.23
C 0.92 -0.95 3.06 -0.63
C 1.16 -0.73 4.39 -0.37
S 0.05 0.40 5.00 -0.18
C -0.68 0.49 3.46 -0.23
N -0.14 -0.25 2.54 0.37
H 3.39 -2.14 3.44 0.23
H 5.37 -3.79 2.08 0.44
H 5.74 -4.79 -0.15 0.40
H 4.07 -4.57 -1.94 0.46
H 1.96 -3.34 -1.55 0.26
H 1.92 -1.17 5.02 0.42
H -1.52 1.14 3.28 0.29
Te 0.44 2.82 -1.41 0.56
C -0.55 4.16 -0.12 -0.73
C -0.30 5.53 -0.20 -0.48
C -0.96 6.40 0.66 -0.63
C -1.85 5.91 1.60 -0.66
C -2.10 4.55 1.68 -0.63
C -1.45 3.68 0.82 0.91
C 1.77 2.07 0.05 -0.18
C 2.58 0.99 -0.30 -0.15
C 3.50 0.49 0.61 -0.63
C 3.61 1.06 1.87 -0.58
C 2.79 2.12 2.22 -0.88
C 1.88 2.63 1.31 -0.03
H 0.40 5.91 -0.92 0.47
H -0.76 7.46 0.60 0.40
H -2.36 6.60 2.27 0.41
H -2.80 4.17 2.42 0.37
H -1.65 2.61 0.87 0.26
H 2.50 0.53 -1.28 0.51
H 4.14 -0.34 0.33 0.42
H 4.34 0.68 2.58 0.45
H 2.88 2.57 3.20 0.46
H 1.26 3.47 1.60 0.46

***

# 3
85
Properties=species:S:1:pos:R:3:mulliken_charge:R:1 method="wB97M-V/def2-TZVPD" e_above_lowest_kcal_mol=24.1 orbital_gap_ev=7.2 e_lumo_ev=-5.30 total_charge=+2
Bi 0.87 -0.59 -0.42 1.80
S 6.33 1.20 -0.23 -0.10
C 7.98 1.47 0.12 -0.41
C 8.22 1.53 1.45 -0.56
C 7.06 1.35 2.23 -0.42
C 5.96 1.20 1.47 0.18
C 4.54 1.05 1.85 0.62
C 3.61 0.56 0.91 0.08
N 2.39 0.13 1.26 0.25
C 1.93 0.36 2.49 -0.03
C 2.70 0.92 3.48 0.62
C 2.14 1.16 4.78 -0.88
C 0.83 0.91 5.08 -1.48
C 0.08 0.14 4.09 1.01
C -1.18 -0.37 4.41 -0.97
C -1.89 -1.06 3.40 0.94
C -1.24 -1.25 2.19 -0.28
N -0.10 -0.74 1.86 0.45
C 0.63 -0.14 2.84 -0.28
C -3.27 -1.44 3.64 0.06
C -3.95 -2.43 2.99 -0.20
C -5.26 -2.74 3.49 -0.85
C -5.57 -1.85 4.46 -0.29
S -4.29 -0.77 4.85 -0.15
C 4.05 1.29 3.13 -0.98
H 8.66 1.66 -0.71 0.42
H 9.17 1.88 1.91 0.34
H 7.06 1.42 3.29 0.42
H 3.87 0.47 -0.15 -0.26
H 2.80 1.64 5.45 0.52
H 0.40 1.07 6.07 0.42
H -1.66 -0.04 5.30 0.49
H -1.88 -1.64 1.41 -0.09
H -3.48 -2.88 2.11 0.37
H -5.83 -3.50 3.04 0.45
H -6.49 -1.77 5.04 0.44
H 4.71 1.71 3.89 0.45
C -1.39 3.16 -2.73 -1.32
N -0.74 3.33 -1.45 0.17
C -1.55 3.73 -0.32 -1.25
C 0.43 2.71 -1.21 0.40
N 0.89 2.41 -0.02 -0.57
N 1.19 2.40 -2.35 -0.05
C 2.29 1.60 -2.45 0.37
N 3.26 2.20 -3.18 -0.44
N 2.42 0.40 -1.93 -0.43
H -1.40 2.10 -3.01 0.45
H -0.94 3.80 -3.51 0.41
H -2.47 3.50 -2.73 0.33
H -2.43 4.32 -0.63 0.32
H -1.00 4.46 0.27 0.42
H -1.89 2.88 0.25 0.40
H 0.21 2.72 0.67 0.14
H 0.91 2.95 -3.15 0.28
H 3.39 3.20 -3.14 0.23
H 4.09 1.74 -3.37 0.19
H 3.33 -0.03 -2.17 0.18
N -2.74 0.08 -3.90 -0.50
N -3.94 -0.16 -3.28 -0.10
C -4.10 -0.04 -1.96 0.30
N -5.32 -0.28 -1.42 -0.40
S -2.84 0.35 -0.93 -0.26
H -2.78 0.90 -4.53 0.30
H -2.55 -0.77 -4.46 0.18
H -4.73 -0.50 -3.83 0.24
H -6.15 -0.41 -1.95 0.20
H -5.33 0.00 -0.44 0.21
C 2.12 -2.41 -0.11 -1.36
H 2.09 -2.97 -1.07 0.40
H 1.63 -2.97 0.71 0.36
H 3.19 -2.08 -0.01 0.38
S -0.65 -2.96 -4.99 -0.16
C 0.52 -2.36 -3.86 -0.34
N 0.13 -2.31 -2.60 -0.12
C -1.21 -2.67 -2.49 -0.20
C -1.91 -2.75 -1.31 0.54
C -3.20 -3.21 -1.38 -0.34
C -3.79 -3.62 -2.60 -0.72
C -3.11 -3.58 -3.80 -0.61
C -1.76 -3.08 -3.71 0.48
H 1.46 -1.97 -4.24 0.42
H -1.45 -2.35 -0.39 -0.48
H -3.83 -3.34 -0.51 0.32
H -4.81 -4.00 -2.54 0.45
H -3.44 -4.03 -4.74 0.44

***

# 4
77
Properties=species:S:1:pos:R:3:mulliken_charge:R:1 method="wB97M-V/def2-TZVPD" orbital_gap_ev=5.9 e_lumo_ev=1.61 total_charge=-1
Tc 0.63 0.42 0.51 -2.10
Br -0.15 -2.10 0.06 -0.46
C 1.57 -2.87 0.27 1.12
C 1.67 -4.23 0.33 -0.61
C 2.94 -4.81 0.43 -0.77
C 4.06 -4.02 0.45 -0.80
C 3.96 -2.61 0.40 1.02
C 5.12 -1.81 0.44 -1.01
C 5.00 -0.45 0.41 -1.07
C 3.73 0.15 0.35 -0.17
C 2.56 -0.57 0.31 1.57
C 2.68 -1.99 0.33 -0.60
H 0.77 -4.83 0.29 0.46
H 3.03 -5.89 0.48 0.39
H 5.04 -4.47 0.50 0.38
H 6.09 -2.29 0.49 0.35
H 5.88 0.19 0.44 0.44
H 3.69 1.23 0.34 0.06
Se 1.75 0.59 2.78 0.07
Te 1.51 2.89 3.88 -0.36
Te 2.77 3.84 1.62 -0.33
Se 0.77 2.77 0.39 -0.01
C -2.77 -0.43 -0.67 -1.89
Si -1.77 1.19 -0.39 0.77
C -2.89 2.05 1.00 2.94
C -3.14 1.02 2.11 -2.10
C -4.26 2.47 0.45 -2.39
C -2.26 3.28 1.66 -1.64
C -2.10 2.11 -2.11 2.54
C -1.82 3.62 -2.04 -1.55
C -3.53 1.91 -2.62 -1.91
C -1.18 1.53 -3.19 -2.12
H -3.84 -0.22 -0.77 0.44
H -2.64 -1.14 0.16 0.33
H -2.44 -0.94 -1.59 0.25
H -3.72 0.17 1.75 0.37
H -3.70 1.48 2.93 0.56
H -2.20 0.65 2.52 0.21
H -4.76 1.66 -0.08 0.34
H -4.17 3.32 -0.23 0.38
H -4.90 2.77 1.28 0.57
H -1.39 3.01 2.26 0.08
H -2.99 3.74 2.34 0.56
H -1.95 4.03 0.93 0.33
H -2.53 4.14 -1.39 0.26
H -1.90 4.06 -3.04 0.50
H -0.81 3.82 -1.67 0.27
H -4.28 2.39 -1.99 0.30
H -3.78 0.85 -2.70 0.31
H -3.61 2.34 -3.63 0.57
H -0.14 1.76 -2.99 0.40
H -1.44 1.95 -4.17 0.61
H -1.28 0.44 -3.26 0.34
N 3.66 0.09 -6.56 -0.64
C 3.21 0.14 -5.50 -0.20
C 2.64 0.19 -4.19 0.27
C 2.88 1.27 -3.34 -0.78
C 2.28 1.32 -2.10 0.54
C 1.41 0.33 -1.60 0.86
C 1.22 -0.75 -2.49 0.03
C 1.81 -0.82 -3.74 -0.79
H 3.53 2.08 -3.65 0.46
H 2.51 2.19 -1.50 -0.07
H 0.57 -1.57 -2.23 0.34
H 1.61 -1.68 -4.37 0.47
C 0.10 -0.19 2.39 0.22
C -0.28 -1.40 3.13 0.81
C -1.61 -1.85 3.06 0.67
C -2.01 -3.01 3.69 -0.97
C -1.10 -3.78 4.40 -0.45
C 0.23 -3.38 4.46 -0.89
C 0.62 -2.20 3.84 -0.66
H -2.33 -1.26 2.50 0.04
H -3.04 -3.33 3.63 0.41
H -1.42 -4.68 4.91 0.39
H 0.96 -3.97 4.99 0.40
H 1.66 -1.92 3.90 0.35

***

# 5
100
Properties=species:S:1:pos:R:3:mulliken_charge:R:1 method="wB97M-V/def2-TZVPD" orbital_gap_ev=7.5 e_lumo_ev=-3.66 total_charge=+1
C -6.59 -0.90 0.31 -0.79
C -6.06 -0.06 -0.81 0.58
O -6.71 0.77 -1.38 -0.50
O -4.72 -0.26 -1.20 -0.15
C -4.24 -1.53 -1.09 -0.35
O -4.61 -2.40 -1.84 -0.55
C -3.19 -1.76 -0.03 -1.58
C -1.74 -1.70 -0.57 -0.05
P -1.20 0.11 -0.40 0.45
N -1.95 1.04 -1.43 -0.65
N -1.68 -2.16 -1.99 -0.53
P -0.18 -1.71 -2.93 0.66
O 0.82 -2.77 -2.89 -0.61
C -1.96 -3.65 -2.04 -0.73
P -2.03 -4.26 -3.76 1.05
O -2.40 -3.16 -4.63 -0.66
O -0.70 -5.00 -4.09 -0.45
O -3.14 -5.39 -3.73 -0.56
C -1.10 -4.45 -1.10 -0.91
O -1.11 -3.96 0.23 -0.22
C -0.85 -2.59 0.38 0.70
Cl -1.30 -2.30 2.08 -0.12
C 0.67 -2.29 0.34 -1.25
N 1.48 -3.32 0.93 -0.54
H -5.84 -1.44 0.87 0.32
H -7.10 -0.24 0.99 0.35
H -7.31 -1.60 -0.08 0.28
H -3.32 -1.00 0.72 0.82
H -3.39 -2.73 0.38 0.79
H 0.19 0.20 -0.57 0.17
H -1.50 0.44 0.93 0.21
H -2.60 0.53 -2.01 0.26
H -2.44 -1.77 -2.56 0.96
H 0.29 -0.47 -2.44 0.25
H -0.66 -1.50 -4.23 0.26
H -2.98 -3.73 -1.70 1.10
H -0.68 -5.18 -5.04 0.39
H -3.59 -5.47 -2.89 0.41
H -1.55 -5.43 -1.05 0.39
H -0.08 -4.59 -1.45 0.41
H 1.06 -2.08 -0.65 0.40
H 0.83 -1.41 0.94 0.46
H 1.53 -4.13 0.33 0.31
H 1.12 -3.60 1.83 0.29
C -1.89 6.63 0.54 -0.94
C -1.18 5.51 0.69 0.26
C -1.80 4.15 0.50 1.15
O -1.08 3.17 0.64 -0.63
C -3.20 4.07 0.16 -1.08
C -3.91 5.19 0.00 0.31
C -3.30 6.55 0.17 0.94
O -4.01 7.52 0.00 -0.60
O -5.19 5.19 -0.31 -0.58
O 0.10 5.50 1.03 -0.58
H -1.46 7.61 0.67 0.46
H -3.63 3.08 0.03 0.56
H -5.46 6.13 -0.37 0.36
H 0.37 4.57 1.07 0.34
C -0.37 -5.58 7.16 -0.88
C 0.26 -5.15 6.06 0.24
C -0.44 -4.98 4.75 0.96
O 0.20 -4.57 3.80 -0.62
C -1.85 -5.32 4.67 -1.07
C -2.49 -5.75 5.77 0.50
C -1.79 -5.90 7.09 0.91
O -2.45 -6.28 8.03 -0.60
O -3.77 -6.07 5.77 -0.58
O 1.55 -4.85 6.05 -0.58
H 0.13 -5.71 8.11 0.44
H -2.35 -5.21 3.71 0.49
H -3.98 -6.35 6.69 0.37
H 1.76 -4.57 5.14 0.34
C 3.42 0.65 -3.71 -1.05
C 4.66 1.06 -4.00 0.35
C 5.13 2.46 -3.69 0.78
O 6.27 2.74 -3.96 -0.61
C 4.17 3.39 -3.10 -0.85
C 2.93 2.97 -2.82 0.13
C 2.49 1.57 -3.10 1.31
O 1.33 1.28 -2.80 -0.59
O 2.01 3.76 -2.28 -0.59
O 5.57 0.28 -4.55 -0.56
H 3.08 -0.36 -3.92 0.47
H 4.51 4.39 -2.90 0.56
H 1.20 3.23 -2.19 0.30
H 6.38 0.81 -4.64 0.36
C 5.83 5.70 1.85 -1.01
C 6.78 4.76 2.00 0.39
C 7.48 4.15 0.82 0.98
O 8.33 3.32 1.04 -0.62
C 7.10 4.59 -0.51 -0.87
C 6.16 5.53 -0.66 0.18
C 5.47 6.15 0.52 1.03
O 4.63 7.01 0.30 -0.64
O 5.76 5.97 -1.84 -0.57
O 7.16 4.30 3.18 -0.56
H 5.32 6.15 2.70 0.44
H 7.60 4.14 -1.36 0.52
H 5.07 6.65 -1.66 0.36
H 7.86 3.64 3.00 0.37

***

What did the fourth record say?
77
Properties=species:S:1:pos:R:3:mulliken_charge:R:1 method="wB97M-V/def2-TZVPD" orbital_gap_ev=5.9 e_lumo_ev=1.61 total_charge=-1
Tc 0.63 0.42 0.51 -2.10
Br -0.15 -2.10 0.06 -0.46
C 1.57 -2.87 0.27 1.12
C 1.67 -4.23 0.33 -0.61
C 2.94 -4.81 0.43 -0.77
C 4.06 -4.02 0.45 -0.80
C 3.96 -2.61 0.40 1.02
C 5.12 -1.81 0.44 -1.01
C 5.00 -0.45 0.41 -1.07
C 3.73 0.15 0.35 -0.17
C 2.56 -0.57 0.31 1.57
C 2.68 -1.99 0.33 -0.60
H 0.77 -4.83 0.29 0.46
H 3.03 -5.89 0.48 0.39
H 5.04 -4.47 0.50 0.38
H 6.09 -2.29 0.49 0.35
H 5.88 0.19 0.44 0.44
H 3.69 1.23 0.34 0.06
Se 1.75 0.59 2.78 0.07
Te 1.51 2.89 3.88 -0.36
Te 2.77 3.84 1.62 -0.33
Se 0.77 2.77 0.39 -0.01
C -2.77 -0.43 -0.67 -1.89
Si -1.77 1.19 -0.39 0.77
C -2.89 2.05 1.00 2.94
C -3.14 1.02 2.11 -2.10
C -4.26 2.47 0.45 -2.39
C -2.26 3.28 1.66 -1.64
C -2.10 2.11 -2.11 2.54
C -1.82 3.62 -2.04 -1.55
C -3.53 1.91 -2.62 -1.91
C -1.18 1.53 -3.19 -2.12
H -3.84 -0.22 -0.77 0.44
H -2.64 -1.14 0.16 0.33
H -2.44 -0.94 -1.59 0.25
H -3.72 0.17 1.75 0.37
H -3.70 1.48 2.93 0.56
H -2.20 0.65 2.52 0.21
H -4.76 1.66 -0.08 0.34
H -4.17 3.32 -0.23 0.38
H -4.90 2.77 1.28 0.57
H -1.39 3.01 2.26 0.08
H -2.99 3.74 2.34 0.56
H -1.95 4.03 0.93 0.33
H -2.53 4.14 -1.39 0.26
H -1.90 4.06 -3.04 0.50
H -0.81 3.82 -1.67 0.27
H -4.28 2.39 -1.99 0.30
H -3.78 0.85 -2.70 0.31
H -3.61 2.34 -3.63 0.57
H -0.14 1.76 -2.99 0.40
H -1.44 1.95 -4.17 0.61
H -1.28 0.44 -3.26 0.34
N 3.66 0.09 -6.56 -0.64
C 3.21 0.14 -5.50 -0.20
C 2.64 0.19 -4.19 0.27
C 2.88 1.27 -3.34 -0.78
C 2.28 1.32 -2.10 0.54
C 1.41 0.33 -1.60 0.86
C 1.22 -0.75 -2.49 0.03
C 1.81 -0.82 -3.74 -0.79
H 3.53 2.08 -3.65 0.46
H 2.51 2.19 -1.50 -0.07
H 0.57 -1.57 -2.23 0.34
H 1.61 -1.68 -4.37 0.47
C 0.10 -0.19 2.39 0.22
C -0.28 -1.40 3.13 0.81
C -1.61 -1.85 3.06 0.67
C -2.01 -3.01 3.69 -0.97
C -1.10 -3.78 4.40 -0.45
C 0.23 -3.38 4.46 -0.89
C 0.62 -2.20 3.84 -0.66
H -2.33 -1.26 2.50 0.04
H -3.04 -3.33 3.63 0.41
H -1.42 -4.68 4.91 0.39
H 0.96 -3.97 4.99 0.40
H 1.66 -1.92 3.90 0.35

***

Please write out number 3 again, unchanged.
85
Properties=species:S:1:pos:R:3:mulliken_charge:R:1 method="wB97M-V/def2-TZVPD" e_above_lowest_kcal_mol=24.1 orbital_gap_ev=7.2 e_lumo_ev=-5.30 total_charge=+2
Bi 0.87 -0.59 -0.42 1.80
S 6.33 1.20 -0.23 -0.10
C 7.98 1.47 0.12 -0.41
C 8.22 1.53 1.45 -0.56
C 7.06 1.35 2.23 -0.42
C 5.96 1.20 1.47 0.18
C 4.54 1.05 1.85 0.62
C 3.61 0.56 0.91 0.08
N 2.39 0.13 1.26 0.25
C 1.93 0.36 2.49 -0.03
C 2.70 0.92 3.48 0.62
C 2.14 1.16 4.78 -0.88
C 0.83 0.91 5.08 -1.48
C 0.08 0.14 4.09 1.01
C -1.18 -0.37 4.41 -0.97
C -1.89 -1.06 3.40 0.94
C -1.24 -1.25 2.19 -0.28
N -0.10 -0.74 1.86 0.45
C 0.63 -0.14 2.84 -0.28
C -3.27 -1.44 3.64 0.06
C -3.95 -2.43 2.99 -0.20
C -5.26 -2.74 3.49 -0.85
C -5.57 -1.85 4.46 -0.29
S -4.29 -0.77 4.85 -0.15
C 4.05 1.29 3.13 -0.98
H 8.66 1.66 -0.71 0.42
H 9.17 1.88 1.91 0.34
H 7.06 1.42 3.29 0.42
H 3.87 0.47 -0.15 -0.26
H 2.80 1.64 5.45 0.52
H 0.40 1.07 6.07 0.42
H -1.66 -0.04 5.30 0.49
H -1.88 -1.64 1.41 -0.09
H -3.48 -2.88 2.11 0.37
H -5.83 -3.50 3.04 0.45
H -6.49 -1.77 5.04 0.44
H 4.71 1.71 3.89 0.45
C -1.39 3.16 -2.73 -1.32
N -0.74 3.33 -1.45 0.17
C -1.55 3.73 -0.32 -1.25
C 0.43 2.71 -1.21 0.40
N 0.89 2.41 -0.02 -0.57
N 1.19 2.40 -2.35 -0.05
C 2.29 1.60 -2.45 0.37
N 3.26 2.20 -3.18 -0.44
N 2.42 0.40 -1.93 -0.43
H -1.40 2.10 -3.01 0.45
H -0.94 3.80 -3.51 0.41
H -2.47 3.50 -2.73 0.33
H -2.43 4.32 -0.63 0.32
H -1.00 4.46 0.27 0.42
H -1.89 2.88 0.25 0.40
H 0.21 2.72 0.67 0.14
H 0.91 2.95 -3.15 0.28
H 3.39 3.20 -3.14 0.23
H 4.09 1.74 -3.37 0.19
H 3.33 -0.03 -2.17 0.18
N -2.74 0.08 -3.90 -0.50
N -3.94 -0.16 -3.28 -0.10
C -4.10 -0.04 -1.96 0.30
N -5.32 -0.28 -1.42 -0.40
S -2.84 0.35 -0.93 -0.26
H -2.78 0.90 -4.53 0.30
H -2.55 -0.77 -4.46 0.18
H -4.73 -0.50 -3.83 0.24
H -6.15 -0.41 -1.95 0.20
H -5.33 0.00 -0.44 0.21
C 2.12 -2.41 -0.11 -1.36
H 2.09 -2.97 -1.07 0.40
H 1.63 -2.97 0.71 0.36
H 3.19 -2.08 -0.01 0.38
S -0.65 -2.96 -4.99 -0.16
C 0.52 -2.36 -3.86 -0.34
N 0.13 -2.31 -2.60 -0.12
C -1.21 -2.67 -2.49 -0.20
C -1.91 -2.75 -1.31 0.54
C -3.20 -3.21 -1.38 -0.34
C -3.79 -3.62 -2.60 -0.72
C -3.11 -3.58 -3.80 -0.61
C -1.76 -3.08 -3.71 0.48
H 1.46 -1.97 -4.24 0.42
H -1.45 -2.35 -0.39 -0.48
H -3.83 -3.34 -0.51 0.32
H -4.81 -4.00 -2.54 0.45
H -3.44 -4.03 -4.74 0.44